Below is a molecular structure, C17H34N17O7P2SeW at a distorted geometry, with properties calculated with ωB97M-V/def2-TZVPD.

The geometry in XYZ format:
```
79
C17H34N17O7P2SeW | OMol25 | ωB97M-V/def2-TZVPD
W 0.100 -0.229 -0.543
C -4.849 0.951 -2.161
C -3.804 0.048 -1.496
O -4.514 -1.097 -1.042
P -2.563 -0.498 -2.761
O -2.749 0.390 -4.062
O -3.011 -1.921 -3.223
O -1.129 -0.554 -2.342
P -3.007 0.946 -0.077
O -3.932 0.609 1.168
O -2.939 2.397 -0.411
O -1.687 0.285 0.292
H -5.284 0.456 -3.030
H -4.433 1.909 -2.460
H -5.650 1.135 -1.443
H -3.919 -1.660 -0.514
H -2.437 1.303 -3.991
H -3.940 -2.158 -3.043
H -4.881 0.531 0.974
N 0.662 -3.493 -1.803
C 1.773 -2.776 -1.483
N 3.016 -3.187 -1.646
N 3.770 -2.222 -1.097
N 3.034 -1.295 -0.607
N 1.730 -1.604 -0.862
C -0.533 -3.264 -1.175
N -1.522 -4.130 -1.180
N -2.471 -3.552 -0.433
N -2.092 -2.407 0.009
N -0.828 -2.183 -0.448
H 0.787 -4.391 -2.240
N -0.343 2.867 1.632
C 0.474 3.908 1.013
C 1.944 3.528 1.044
C 2.398 2.454 0.059
N 1.862 1.077 0.274
H -1.320 2.951 1.378
H -0.294 2.975 2.640
H 0.335 4.894 1.466
H 0.182 4.019 -0.034
H 2.235 3.244 2.063
H 2.546 4.412 0.812
H 3.483 2.383 0.158
H 2.216 2.765 -0.973
H 1.783 0.931 1.272
H 2.620 0.454 -0.007
C 2.692 -2.651 3.401
N 1.550 -2.412 2.520
C 1.326 -3.481 1.559
C 0.834 -1.274 2.595
N 0.297 -0.614 1.585
N 0.718 -0.754 3.856
C 0.400 -1.631 4.984
C 0.349 0.633 4.065
H 3.534 -2.971 2.784
H 2.482 -3.438 4.129
H 2.969 -1.742 3.926
H 1.354 -4.429 2.101
H 2.107 -3.509 0.801
H 0.347 -3.379 1.111
H -0.350 0.074 1.941
H 0.359 -2.667 4.660
H -0.580 -1.363 5.384
H 1.141 -1.535 5.780
H 0.847 1.277 3.340
H 0.678 0.931 5.059
H -0.735 0.796 3.999
Se -1.414 3.420 -2.098
N -0.242 3.739 -3.412
C 0.663 2.783 -3.420
C 1.794 2.572 -4.274
C 2.534 1.449 -4.061
C 2.205 0.492 -3.042
N 1.176 0.647 -2.257
C 0.445 1.789 -2.428
N -0.551 1.931 -1.608
H 2.039 3.281 -5.056
H 3.396 1.231 -4.676
H 2.814 -0.394 -2.914
```

For the HOMO-LUMO gap (alpha / beta), the calculation gives 5.37 / 5.37 eV. The energy comes out at -5276.98238 Ha. The HOMO energy (alpha / beta) is -10.1 / -10.1 eV. Its net charge is +1.